Record 1
The following is a quantum chemistry calculation of a molecular structure, C58H49BaIO3P2S2Si, from OMol25.

Charge: -2
Frontier orbital gap, eV: 3.85
Relative energy (zero: lowest compared OMol25 entry of this formula, charge and spin), kJ/mol: 111.5
Energy, hartree: -4557.23507
Spin multiplicity: 1

Element x y z (Å)
Ba 1.25374 0.94619 -0.36792
O 0.91330 -1.25714 0.35351
S -0.27234 -2.19021 0.53969
C 0.25658 -3.33231 1.84328
C 0.08843 -4.67464 1.67470
C 0.57582 -5.63857 2.60460
C 1.28349 -5.19183 3.66853
C 2.00798 -5.93983 4.76733
C 2.59205 -4.83004 5.68850
C 2.16247 -3.52797 5.04536
C 2.36307 -2.23729 5.41125
C 1.73988 -1.21658 4.64050
C 0.97735 -1.45064 3.52803
P -0.05766 -0.07598 2.79731
C -1.21462 0.28588 4.16657
C -2.17254 1.25982 3.85901
C -3.19334 1.55688 4.74924
C -3.28968 0.86795 5.95409
C -2.35963 -0.11637 6.25674
C -1.32730 -0.40807 5.36899
C 1.17906 1.29862 2.91145
C 0.93901 2.47895 3.60720
C 1.92721 3.44986 3.70031
C 3.16794 3.25171 3.12045
C 3.42177 2.08693 2.41075
C 2.42563 1.12666 2.28445
C 0.86485 -2.80801 3.05300
C 1.41868 -3.79940 3.87615
C -0.17134 -3.24694 -0.89586
C 1.07808 -3.73770 -1.17433
C 1.32931 -4.58129 -2.27725
C 0.26801 -4.92302 -3.06110
C 0.20173 -5.79602 -4.29548
C -1.28438 -5.72851 -4.75207
C -1.95527 -4.82410 -3.74116
C -3.22500 -4.36031 -3.64861
C -3.52547 -3.42513 -2.61384
C -2.62573 -2.97069 -1.68576
P -3.05881 -1.55611 -0.54613
C -4.59808 -0.96288 -1.32788
C -4.44345 -0.20440 -2.49400
C -5.54531 0.37391 -3.10294
C -6.81404 0.22052 -2.55081
C -6.97012 -0.51060 -1.38409
C -5.86618 -1.10119 -0.77451
C -3.65185 -2.51499 0.91914
C -3.36754 -1.95204 2.16251
C -3.73694 -2.59504 3.34110
C -4.39331 -3.81523 3.28492
C -4.68363 -4.39004 2.05054
C -4.31290 -3.74302 0.87986
C -1.29444 -3.51431 -1.73336
C -1.00779 -4.39894 -2.78229
H -0.39206 -5.03513 0.77441
H 0.42068 -6.69370 2.41213
H 1.33125 -6.60420 5.30669
H 2.79829 -6.56580 4.34952
H 2.20630 -4.90966 6.70588
H 3.67867 -4.89762 5.75640
H 2.94159 -1.96974 6.28826
H 1.83960 -0.18813 4.97371
H -2.12995 1.76905 2.90062
H -3.92086 2.31228 4.47970
H -4.09359 1.08951 6.64609
H -2.43287 -0.66715 7.18778
H -0.61564 -1.18414 5.62322
H -0.01888 2.65380 4.07791
H 1.70708 4.38161 4.20642
H 3.92345 4.02640 3.16353
H 4.36965 1.93022 1.91484
H 2.64374 0.20839 1.73686
H 1.90025 -3.43981 -0.53439
H 2.33694 -4.92404 -2.47961
H 0.87884 -5.42476 -5.06631
H 0.51123 -6.81768 -4.06660
H -1.37295 -5.31468 -5.75755
H -1.74618 -6.71722 -4.77182
H -3.99526 -4.64000 -4.35876
H -4.52424 -3.00459 -2.60727
H -3.44948 -0.04780 -2.90759
H -5.40628 0.97266 -3.99482
H -7.67134 0.69019 -3.01870
H -7.95059 -0.61583 -0.93378
H -5.99937 -1.65616 0.14639
H -2.85329 -0.99707 2.20454
H -3.50488 -2.13286 4.29334
H -4.67817 -4.32157 4.20016
H -5.19643 -5.34371 2.00176
H -4.53306 -4.20369 -0.07782
O 3.91718 0.94967 -0.40048
C 3.57589 2.04247 -0.95336
O 2.61350 2.09749 -1.75852
C 4.26393 3.32369 -0.57331
C 5.65057 3.36140 -0.67479
C 6.36707 4.51794 -0.39664
C 5.64688 5.64418 0.00476
C 4.26927 5.60142 0.13450
C 3.50060 4.44062 -0.12770
S 1.77608 4.38423 0.17998
H 6.16291 2.45454 -0.98043
H 7.44630 4.54086 -0.48865
H 6.17199 6.56808 0.22752
H 3.72734 6.47925 0.46866
I -0.12904 -0.22318 -3.06478
C -2.65831 3.37035 -1.39400
Si -2.01571 2.57693 0.23910
C -1.99796 4.18352 1.34215
C -3.75852 1.91910 0.92689
H -3.56169 3.98001 -1.23524
H -2.88696 2.59535 -2.13482
H -1.87995 4.01108 -1.82546
H -2.90759 4.79254 1.20572
H -1.12800 4.81468 1.12046
H -1.93551 3.92898 2.41123
H -4.11235 2.52330 1.77641
H -3.72517 0.87346 1.26088
H -4.53858 1.98024 0.15355

Force components x, y, z for each atom (eV/Å):
Ba -2.84 1.62 0.30
O -0.45 -2.70 0.88
S 0.39 0.43 0.00
C 0.11 0.53 0.26
C 0.07 -0.51 0.13
C -0.22 0.13 -0.41
C 0.15 0.11 0.24
C 0.02 0.09 -0.02
C -0.04 0.00 -0.09
C -0.10 -0.28 -0.12
C -0.09 0.46 -0.09
C 0.28 -0.04 0.43
C -0.44 -0.21 -0.47
P 0.45 -0.10 0.07
C -0.12 0.02 -0.04
C -0.07 -0.05 0.08
C 0.06 -0.05 0.00
C 0.02 0.02 -0.06
C 0.05 0.00 -0.04
C -0.03 0.04 0.07
C 0.17 -0.28 0.10
C 0.04 0.00 -0.01
C -0.05 -0.01 0.00
C 0.04 0.01 -0.06
C -0.15 -0.14 0.02
C 0.03 -0.13 0.83
C -0.19 0.05 -0.26
C 0.10 -0.09 0.17
C -0.13 -0.10 0.13
C 0.18 -0.15 -0.24
C 0.00 0.17 0.25
C -0.05 -0.08 -0.12
C -0.08 0.06 0.04
C 0.07 0.04 0.07
C 0.19 -0.05 0.00
C -0.14 0.25 0.25
C -0.23 -0.14 -0.39
C 0.12 0.09 0.23
P 0.22 -0.21 -0.22
C -0.11 0.04 0.04
C 0.01 0.06 0.02
C -0.01 -0.02 0.05
C 0.06 0.00 -0.01
C 0.04 -0.03 0.04
C -0.09 0.03 -0.05
C -0.02 0.09 0.02
C -0.08 -0.02 0.09
C 0.04 0.09 -0.09
C -0.02 -0.03 -0.05
C 0.05 0.09 0.06
C 0.04 -0.06 -0.09
C 0.10 0.10 0.22
C -0.05 -0.13 -0.19
H 0.01 0.01 0.01
H -0.01 0.02 -0.01
H -0.02 0.01 0.02
H 0.01 -0.01 -0.01
H -0.02 0.01 0.02
H 0.02 0.01 -0.01
H -0.01 0.01 -0.01
H 0.02 -0.03 0.01
H 0.04 -0.02 0.03
H -0.01 0.00 0.02
H 0.00 0.00 0.00
H -0.01 0.01 0.00
H -0.02 0.01 -0.03
H -0.02 0.00 -0.01
H 0.01 -0.01 0.00
H -0.01 -0.01 0.01
H -0.03 0.02 -0.05
H 0.11 0.11 0.31
H -0.02 -0.01 0.00
H -0.02 0.01 0.00
H -0.01 0.02 0.00
H -0.01 -0.02 0.00
H 0.00 0.01 -0.01
H -0.01 -0.02 0.01
H 0.00 0.02 0.02
H 0.01 -0.04 0.01
H -0.01 -0.03 0.04
H 0.00 -0.01 0.01
H 0.01 0.00 0.00
H 0.01 0.00 -0.01
H 0.01 0.00 -0.02
H 0.00 -0.04 0.00
H 0.01 0.00 0.00
H 0.00 0.00 -0.01
H 0.00 0.00 0.00
H 0.02 0.04 0.01
O 0.22 0.55 -0.04
C 1.00 -0.04 -0.19
O 1.74 1.12 -1.65
C -0.13 -0.05 0.00
C -0.07 0.07 0.03
C -0.17 0.04 0.04
C 0.04 -0.08 -0.04
C -0.23 -0.04 0.05
C 0.11 -0.17 -0.02
S 0.52 0.05 0.01
H -0.01 0.01 0.01
H 0.01 0.02 0.00
H -0.01 0.02 0.01
H 0.03 0.02 0.01
I -0.44 -0.44 -0.67
C 0.09 0.02 -0.17
Si -0.30 0.05 0.45
C 0.18 0.13 0.04
C -0.06 -0.15 -0.11
H 0.07 -0.06 0.03
H 0.00 0.05 0.00
H -0.06 -0.04 -0.01
H 0.06 -0.10 -0.02
H -0.07 -0.05 0.02
H 0.01 0.04 -0.06
H 0.05 -0.03 -0.05
H -0.08 0.05 0.00
H 0.09 -0.03 0.02

Record 2
The following is a quantum chemistry calculation of 3 unconnected molecules or ions with the total composition C3H10O3S2, from OMol25.

SMILES: O=CCCSS.O.O
Frontier orbital gap, eV: 8.81
Relative energy (zero: lowest compared OMol25 entry of this formula, charge and spin), kJ/mol: 79.0
Energy, hartree: -1142.36576
Spin multiplicity: 1

Element x y z (Å)
O 1.64148 -2.44997 -2.42764
C 1.15114 -1.76539 -1.56308
C 1.83741 -0.60041 -0.92409
C 1.50750 -0.61995 0.56752
S 2.57004 0.57913 1.52434
S 1.39010 1.05390 3.14837
H 0.13194 -1.98949 -1.20805
H 2.90060 -0.65377 -1.17325
H 1.53979 0.32418 -1.43412
H 0.42430 -0.56695 0.66127
H 1.83198 -1.54384 1.04919
H 0.25922 1.49867 2.54177
O -2.36266 2.55408 0.80495
H -2.37753 1.60347 0.63194
H -2.27956 3.04823 -0.00591
O -3.40783 0.07348 -0.43088
H -2.81619 -0.67684 -0.53078
H -3.94175 0.13146 -1.23155

Force components x, y, z for each atom (eV/Å):
O -0.21 0.21 0.33
C 0.37 -0.37 -0.90
C 0.59 0.17 0.02
C 1.13 -0.21 0.39
S -1.16 0.41 -0.72
S -0.29 -0.30 0.09
H -0.23 -0.01 0.14
H 0.02 -0.28 0.33
H -0.45 -0.01 0.32
H 0.07 0.66 0.55
H -0.34 -0.37 -0.49
H 0.46 0.14 -0.08
O 0.19 -0.04 1.02
H -0.28 0.39 -0.56
H 0.03 -0.26 -0.45
O 0.08 0.09 0.13
H -0.16 -0.12 -0.21
H 0.16 -0.11 0.09

Record 3
The following is a quantum chemistry calculation of 2 unconnected molecules or ions with the total composition C10H20S, from OMol25.

Frontier orbital gap, eV: 8.00
Relative energy (zero: lowest compared OMol25 entry of this formula, charge and spin), kJ/mol: 48.6
Energy, hartree: -791.02873
Spin multiplicity: 1

Element x y z (Å)
C -0.52934 1.29869 1.18702
C -1.33504 0.71272 2.07476
C 0.10633 -0.49351 -2.29399
C 0.67372 0.56475 0.56542
C -0.98982 2.60663 0.56435
C -2.55371 1.29974 2.71777
C -0.97222 -0.57672 2.75284
C 2.54022 -0.42873 -1.82404
C 1.55004 -2.69680 -2.35076
C 1.41707 -1.19121 -2.59886
S -1.22956 -1.27359 -2.83697
H 1.54117 1.17418 0.47590
H 0.40392 0.27699 -0.43892
H 0.84558 -0.36073 1.18611
H -0.72494 2.57622 -0.48946
H -0.44657 3.51010 1.00473
H -2.04531 2.42894 0.58185
H -3.47883 0.92053 2.24711
H -2.49670 2.35020 2.86187
H -2.53026 0.87338 3.67651
H -0.34323 -1.11917 2.07490
H -1.92885 -1.05620 3.05645
H -0.35678 -0.37333 3.63501
H 2.87927 -0.84317 -0.78393
H 2.19910 0.67343 -1.76585
H 3.47318 -0.36869 -2.37980
H 2.59929 -2.96643 -2.28136
H 1.04183 -3.29865 -3.18723
H 1.00365 -3.00279 -1.41238
H 1.70393 -0.83828 -3.59152
H -2.01717 -0.37849 -2.42755

Force components x, y, z for each atom (eV/Å):
C 0.28 -0.32 -0.72
C 0.87 0.05 0.52
C 1.00 -0.27 -0.87
C -1.55 -0.66 1.93
C 1.85 -0.60 -0.05
C 0.01 -0.55 -1.04
C -0.48 0.25 -0.06
C 0.31 1.34 1.55
C -1.87 -0.91 -0.93
C 0.97 0.96 1.66
S 1.15 -2.02 -0.73
H 0.83 0.50 0.25
H -0.13 -0.08 -0.24
H 0.54 1.15 -0.99
H 0.19 0.14 -0.24
H -1.46 -0.96 -0.34
H -0.84 1.53 0.28
H 0.20 0.56 0.05
H -0.39 1.01 -0.31
H -0.38 -0.39 1.60
H -0.27 -1.10 0.08
H 0.95 -0.31 -0.24
H -0.26 -0.05 0.18
H -1.16 0.76 -1.70
H 0.60 -1.77 0.35
H 0.09 -0.37 -0.34
H 0.00 -0.19 -0.02
H 0.86 0.73 1.10
H 0.73 0.45 -0.77
H -0.60 -0.53 -0.63
H -2.06 1.67 0.67